(1)
Computed, not measured: C18H40OP2SiZr as an isolated structure in a non-equilibrium geometry, with ωB97M-V with the def2-TZVPD basis set.

Structure (XYZ):
```
63
C18H40OP2SiZr | OMol25 | ωB97M-V with the def2-TZVPD basis set
P 0.672 3.507 -1.359
P 2.065 1.094 -0.194
C 2.450 3.653 -0.844
C 3.076 2.342 -1.221
H 2.420 3.765 0.239
H 2.830 4.580 -1.273
H 2.998 2.099 -2.294
H 4.130 2.296 -0.960
C 3.097 0.988 1.393
H 2.863 0.013 1.862
H 2.955 1.750 2.168
H 4.189 0.930 1.178
C 3.055 -0.358 -0.743
H 4.135 -0.116 -0.700
H 2.787 -0.747 -1.734
H 2.897 -1.143 0.026
C -0.213 4.630 -0.279
H -0.944 4.103 0.355
H -0.733 5.348 -0.925
H 0.513 5.126 0.377
C 0.908 4.177 -2.997
H 1.350 3.397 -3.647
H 1.625 5.009 -2.876
H -0.039 4.529 -3.444
Zr -0.414 1.568 -0.441
C -1.142 -3.608 -0.306
C -0.337 -4.459 0.336
C 1.160 -4.391 0.172
C 2.001 -3.835 1.362
C 1.717 -2.430 1.765
C 0.613 -1.760 1.382
C 0.345 -1.594 -0.108
C -0.666 -2.376 -0.989
C -1.887 1.907 -2.181
H -2.178 -3.877 -0.507
H -0.769 -5.296 0.939
H 1.436 -3.788 -0.705
H 1.525 -5.425 0.006
H 1.894 -4.529 2.235
H 3.080 -3.904 1.091
H 2.537 -2.026 2.404
H 0.324 -0.851 1.954
H 1.315 -1.894 -0.550
H 0.074 -0.449 -0.337
H -1.546 -1.798 -1.300
H -0.170 -2.635 -1.941
H -1.602 1.018 -2.781
H -1.882 2.743 -2.917
H -2.961 1.712 -1.968
C -2.590 -1.484 2.494
Si -3.214 -0.175 1.232
C -4.115 -1.337 0.026
C -4.590 0.692 2.161
O -2.016 0.781 0.580
H -3.461 -2.036 2.928
H -2.066 -0.994 3.329
H -1.905 -2.237 2.061
H -5.052 -1.687 0.485
H -4.365 -0.845 -0.916
H -3.513 -2.228 -0.192
H -4.214 1.267 3.015
H -5.168 1.364 1.517
H -5.282 -0.081 2.556
```

charge: +2
calculated total energy: -1803.6460 hartree
energy above the lowest of the compared OMol25 structures with the same formula, charge and spin: 69.5 kcal/mol
Kohn-Sham gap: 5.28 eV

=====

(2)
Computed, not measured: C18H41AuO2P3 as an isolated structure in a non-equilibrium geometry, with ωB97M-V with the def2-TZVPD basis set.

Structure (XYZ):
```
65
C18H41AuO2P3 | OMol25 | ωB97M-V with the def2-TZVPD basis set
Au 0.363 0.634 -2.018
P 1.503 0.970 0.372
P -1.264 2.280 -1.605
P 2.176 -0.712 -2.683
H -1.801 -1.439 -0.704
C -0.853 -1.986 -0.577
C -0.284 -2.098 0.614
H -0.748 -1.666 1.521
C 0.697 1.181 1.978
C 2.357 2.581 0.142
C 2.855 -0.149 0.779
C -2.909 1.906 -2.240
C -1.592 3.092 -0.021
C -0.488 3.523 -2.677
C 2.729 -2.226 -1.824
C 3.567 0.451 -2.908
C 1.822 -1.306 -4.345
H -0.436 -2.377 -1.521
H 0.693 -2.578 0.724
H 0.457 0.190 2.378
H -0.218 1.774 1.899
H 1.422 1.674 2.640
H 1.625 3.392 0.002
H 3.025 2.546 -0.732
H 2.955 2.772 1.047
H 2.436 -1.113 1.072
H 3.405 0.281 1.620
H 3.553 -0.290 -0.048
H -3.272 2.752 -2.830
H -3.596 1.742 -1.401
H -2.893 1.009 -2.869
H -2.506 3.688 -0.133
H -0.769 3.763 0.254
H -1.783 2.346 0.764
H -1.196 4.309 -2.949
H -0.126 3.026 -3.588
H 0.374 3.966 -2.160
H 3.213 -2.872 -2.571
H 1.852 -2.751 -1.408
H 3.449 -2.019 -1.018
H 4.260 0.057 -3.661
H 4.110 0.653 -1.975
H 3.171 1.406 -3.281
H 2.743 -1.684 -4.811
H 1.408 -0.497 -4.952
H 1.076 -2.103 -4.280
C -1.750 -1.777 -5.108
C -2.940 -1.178 -5.582
C -3.634 -1.746 -6.653
C -3.091 -2.827 -7.352
C -1.887 -3.396 -6.916
C -1.214 -2.885 -5.797
O -1.130 -1.372 -3.945
H -1.137 -0.405 -3.761
H -3.334 -0.302 -5.064
H -4.588 -1.318 -6.963
H -3.621 -3.239 -8.215
H -1.457 -4.231 -7.464
H -0.287 -3.339 -5.454
C -3.539 -0.141 1.784
O -2.306 0.436 2.180
H -3.496 -0.209 0.696
H -4.395 0.482 2.078
H -3.661 -1.155 2.184
H -2.295 0.487 3.149
```

charge: +3
spin multiplicity: 3
calculated total energy: -2019.6453 hartree
energy above the lowest of the compared OMol25 structures with the same formula, charge and spin: 0.0 kcal/mol
Kohn-Sham gap (alpha / beta): 8.91 / 5.27 eV

=====

(3)
Computed, not measured: C18H41BF4N6O11P4Ti as an isolated structure in a non-equilibrium geometry, with ωB97M-V with the def2-TZVPD basis set.

Structure (XYZ):
```
86
C18H41BF4N6O11P4Ti | OMol25 | ωB97M-V with the def2-TZVPD basis set
Ti -1.194 -0.206 -0.062
C -4.258 3.299 1.212
C -3.367 2.090 1.534
O -3.360 1.851 2.944
P -1.592 2.560 1.275
O -1.247 3.343 2.608
O -1.486 3.744 0.222
O -0.586 1.482 0.988
P -4.074 0.606 0.601
O -4.915 -0.068 1.766
O -4.872 1.058 -0.546
O -2.969 -0.443 0.287
H -3.967 4.147 1.838
H -5.293 3.047 1.439
H -4.210 3.559 0.156
H -4.032 1.181 3.138
H -1.533 2.848 3.393
H -1.858 4.570 0.557
H -4.462 -0.850 2.163
C -1.384 2.514 -3.277
C -1.950 1.362 -2.509
O -1.955 1.365 -1.269
N -2.434 0.339 -3.212
C -3.141 -0.813 -2.651
C -2.223 -1.959 -2.268
C -2.447 -3.208 -2.824
C -1.538 -4.226 -2.613
C -0.384 -3.933 -1.919
C -0.244 -2.674 -1.373
N -1.177 -1.722 -1.463
H -1.339 3.381 -2.623
H -1.982 2.745 -4.158
H -0.369 2.258 -3.593
H -2.302 0.368 -4.210
H -3.818 -1.167 -3.422
H -3.753 -0.464 -1.828
H -3.329 -3.366 -3.432
H -1.711 -5.216 -3.019
H 0.403 -4.665 -1.789
H 0.653 -2.425 -0.832
C 3.607 -0.065 2.917
N 2.203 -0.100 2.491
C 1.249 0.012 3.615
P 1.780 -1.040 1.232
O 0.323 -0.997 0.970
O 2.605 -0.400 -0.009
P 2.004 0.633 -1.108
O 0.539 0.425 -1.319
N 2.821 0.308 -2.482
C 2.488 -0.924 -3.205
C 4.222 0.706 -2.622
N 2.427 2.096 -0.570
C 1.493 3.220 -0.682
C 3.559 2.332 0.325
N 2.304 -2.582 1.204
C 3.733 -2.898 1.287
C 1.420 -3.624 1.768
H 3.862 -0.908 3.564
H 3.772 0.854 3.480
H 4.280 -0.060 2.061
H 1.388 -0.788 4.345
H 0.224 -0.020 3.253
H 1.426 0.971 4.103
H 1.437 -1.168 -3.068
H 3.101 -1.767 -2.866
H 2.669 -0.773 -4.269
H 4.390 1.682 -2.174
H 4.463 0.777 -3.682
H 4.900 -0.023 -2.165
H 0.574 2.908 -1.170
H 1.945 4.034 -1.251
H 1.236 3.581 0.314
H 4.243 1.489 0.326
H 3.211 2.505 1.347
H 4.109 3.211 -0.012
H 4.335 -2.113 0.833
H 3.918 -3.820 0.736
H 4.055 -3.048 2.320
H 0.379 -3.311 1.740
H 1.686 -3.851 2.802
H 1.537 -4.531 1.173
F -1.168 -2.421 3.599
B -2.037 -1.872 2.665
F -3.402 -2.036 3.004
F -1.804 -0.456 2.566
F -1.808 -2.459 1.384
```

charge: +1
spin multiplicity: 2
calculated total energy: -4506.5245 hartree
energy above the lowest of the compared OMol25 structures with the same formula, charge and spin: 16.9 kcal/mol
Kohn-Sham gap (alpha / beta): 8.07 / 9.30 eV

=====

(4)
Computed, not measured: a 3-piece molecular cluster, C18H41BN2O7S2 overall, with ωB97M-V with the def2-TZVPD basis set.

Structure (XYZ):
```
71
C18H41BN2O7S2 | OMol25 | ωB97M-V with the def2-TZVPD basis set
C 0.235 -2.076 1.387
C -0.890 -2.668 2.237
C -2.206 -2.713 1.456
C -3.208 -3.782 1.905
C -4.222 -4.147 0.804
C -3.828 -5.392 -0.006
C -2.874 -5.091 -1.181
C -1.585 -5.905 -1.093
C -0.562 -5.592 -2.207
B 0.287 -4.301 -1.962
C 0.070 -2.846 -2.462
C -1.288 -2.449 -3.079
N -2.044 -1.455 -2.317
O 1.516 -4.453 -1.226
C 1.557 -5.268 -0.232
N 1.585 -5.989 0.664
H 1.047 -1.662 1.983
H -0.158 -1.253 0.782
H 0.625 -2.825 0.694
H -1.029 -2.065 3.139
H -0.619 -3.673 2.574
H -2.683 -1.729 1.515
H -1.969 -2.871 0.397
H -2.664 -4.674 2.228
H -3.757 -3.407 2.773
H -4.284 -3.297 0.113
H -5.220 -4.275 1.226
H -4.735 -5.879 -0.370
H -3.353 -6.108 0.672
H -2.629 -4.026 -1.168
H -3.367 -5.313 -2.131
H -1.142 -5.767 -0.102
H -1.853 -6.964 -1.153
H 0.133 -6.433 -2.307
H -1.088 -5.505 -3.164
H 0.857 -2.710 -3.221
H 0.350 -2.145 -1.668
H -1.928 -3.321 -3.224
H -1.110 -2.035 -4.075
H -2.688 -1.888 -1.669
H -1.427 -0.854 -1.785
O 0.612 2.104 2.337
S 0.973 2.336 0.970
O 1.264 1.214 0.126
O 2.175 3.364 0.922
C 3.338 3.101 1.741
C 4.244 2.049 1.140
C -0.222 3.362 0.190
H 3.007 2.829 2.744
H 3.837 4.066 1.804
H 3.770 1.069 1.134
H 5.162 1.986 1.725
H 4.499 2.305 0.111
H -0.409 4.227 0.820
H -1.122 2.760 0.076
H 0.159 3.664 -0.781
O 2.213 6.772 1.862
S 1.406 7.530 0.954
O 0.344 6.874 0.252
O 2.356 8.264 -0.082
C 3.344 7.451 -0.765
C 2.747 6.611 -1.872
C 0.778 8.963 1.753
H 3.863 6.838 -0.027
H 4.053 8.176 -1.159
H 2.089 5.840 -1.475
H 3.550 6.128 -2.430
H 2.168 7.232 -2.555
H 1.595 9.466 2.263
H 0.032 8.619 2.466
H 0.321 9.606 1.006
```

charge: 0
calculated total energy: -2167.8536 hartree
Kohn-Sham gap: 9.60 eV

=====

(5)
Computed, not measured: C18H41BeCl4FO11P2S2 as an isolated structure in a non-equilibrium geometry, with ωB97M-V with the def2-TZVPD basis set.

Structure (XYZ):
```
80
C18H41BeCl4FO11P2S2 | OMol25 | ωB97M-V with the def2-TZVPD basis set
C -1.206 -2.990 4.202
C 0.041 -2.092 4.009
O 1.093 -2.525 3.693
O -0.190 -0.738 4.194
C -0.101 -0.134 2.865
C -0.673 1.298 2.845
C -2.136 1.457 2.397
P -3.250 0.021 2.607
P -2.782 -1.004 0.766
S -2.064 0.249 -0.582
H -1.068 -3.856 3.536
H -1.340 -3.279 5.253
H -2.082 -2.395 3.879
H -0.498 -0.808 2.079
H 0.987 -0.048 2.666
H -0.105 1.858 2.062
H -0.525 1.766 3.829
H -2.556 2.309 2.967
H -2.166 1.734 1.322
H -4.574 0.533 2.444
H -3.993 -1.621 0.314
H -1.902 -2.071 1.081
O 1.599 -8.010 3.507
S 2.883 -7.467 3.829
O 3.047 -6.517 4.882
O 3.546 -6.886 2.499
C 2.793 -5.938 1.722
C 2.828 -4.550 2.332
C 4.023 -8.789 4.077
H 1.766 -6.285 1.587
H 3.256 -5.911 0.736
H 2.290 -4.522 3.276
H 2.368 -3.824 1.661
H 3.855 -4.244 2.537
H 3.937 -9.487 3.249
H 3.761 -9.280 5.012
H 5.028 -8.379 4.139
C 2.122 1.999 -1.754
O 2.054 3.106 -0.888
C 3.268 3.484 -0.310
C 3.581 4.967 -0.509
O 3.811 5.398 -1.837
C 2.735 5.361 -2.761
C 1.539 6.244 -2.451
O 0.828 5.782 -1.317
C 0.524 6.766 -0.349
H 1.966 1.074 -1.184
H 1.321 2.098 -2.495
H 3.074 1.949 -2.292
H 4.111 2.879 -0.700
H 3.172 3.302 0.770
H 4.513 5.167 0.019
H 2.829 5.590 -0.025
H 2.424 4.330 -2.946
H 3.163 5.713 -3.704
H 0.851 6.208 -3.304
H 1.872 7.279 -2.326
H 1.261 7.574 -0.327
H 0.526 6.281 0.628
H -0.474 7.176 -0.533
F 0.652 3.146 1.140
C -5.697 -3.755 -1.683
Cl -6.079 -5.449 -1.983
Cl -5.783 -3.395 0.048
Cl -4.098 -3.353 -2.316
H -6.430 -3.144 -2.194
Be -0.450 2.434 -0.225
C -3.327 2.111 -3.478
O -2.955 1.984 -4.850
C -3.708 1.128 -5.539
O -4.627 0.490 -5.106
O -3.261 1.103 -6.793
C -3.980 0.219 -7.653
H -2.651 2.829 -3.018
H -4.345 2.488 -3.388
H -3.224 1.158 -2.963
H -5.024 0.520 -7.728
H -3.902 -0.809 -7.302
H -3.527 0.285 -8.639
Cl 5.454 2.710 0.794
```

charge: 0
calculated total energy: -4972.2573 hartree
Kohn-Sham gap: 2.77 eV

=====

(6)
Computed, not measured: C18H41CuN2O8S2 as an isolated structure in a non-equilibrium geometry, with ωB97M-V with the def2-TZVPD basis set.

Structure (XYZ):
```
72
C18H41CuN2O8S2 | OMol25 | ωB97M-V with the def2-TZVPD basis set
Cu -20.373 -25.460 -1.237
C -18.864 -25.817 2.619
C -19.441 -25.764 1.220
O -20.191 -26.657 0.761
O -19.199 -24.752 0.498
H -19.185 -26.699 3.165
H -19.232 -24.925 3.124
H -17.777 -25.797 2.581
C -24.038 -23.099 -0.694
C -22.704 -23.664 -1.154
C -21.658 -22.557 -1.186
O -20.362 -23.066 -1.431
C -19.471 -22.053 -1.817
N -22.234 -24.721 -0.255
H -24.081 -22.802 0.352
H -24.860 -23.782 -0.924
H -24.331 -22.228 -1.294
H -22.770 -24.002 -2.189
H -21.661 -21.967 -0.256
H -21.915 -21.820 -1.961
H -19.529 -21.154 -1.196
H -19.676 -21.711 -2.843
H -18.461 -22.441 -1.785
H -22.029 -24.331 0.666
H -22.978 -25.383 -0.035
C -19.724 -25.332 -5.704
C -19.616 -25.605 -4.208
C -18.266 -25.140 -3.673
O -18.261 -24.903 -2.279
C -16.974 -24.514 -1.837
N -20.699 -24.910 -3.462
H -18.947 -25.850 -6.271
H -19.648 -24.265 -5.917
H -20.679 -25.677 -6.105
H -19.727 -26.667 -3.991
H -17.935 -24.229 -4.194
H -17.499 -25.872 -3.960
H -17.098 -24.125 -0.827
H -16.570 -23.718 -2.468
H -16.269 -25.343 -1.780
H -21.508 -25.451 -3.782
H -20.901 -23.969 -3.787
C -21.930 -30.440 -2.627
C -22.226 -30.605 -1.147
C -22.122 -29.279 -0.454
S -22.818 -28.122 -1.709
O -21.844 -27.055 -1.900
O -24.193 -27.785 -1.405
C -22.806 -29.273 -3.103
H -22.030 -31.370 -3.183
H -20.891 -30.161 -2.821
H -21.558 -31.313 -0.645
H -23.190 -31.121 -1.061
H -21.071 -29.002 -0.371
H -22.621 -29.123 0.497
H -22.454 -28.702 -3.960
H -23.838 -29.579 -3.266
C -15.641 -28.466 -1.325
C -15.931 -28.161 -2.791
C -17.281 -28.768 -3.161
S -18.259 -28.627 -1.609
O -18.723 -29.934 -1.204
O -19.216 -27.525 -1.737
C -16.902 -28.130 -0.513
H -14.721 -28.058 -0.914
H -15.496 -29.551 -1.266
H -15.171 -28.472 -3.506
H -16.073 -27.085 -2.907
H -17.298 -29.811 -3.475
H -17.774 -28.208 -3.953
H -16.956 -28.800 0.340
H -16.986 -27.061 -0.334
```

charge: +1
spin multiplicity: 2
calculated total energy: -3858.5048 hartree
energy above the lowest of the compared OMol25 structures with the same formula, charge and spin: 0.0 kcal/mol
Kohn-Sham gap (alpha / beta): 9.69 / 7.43 eV